(one)
C5H8N2 in the gas phase. Source: the OMol25 dataset; level of theory: ωB97M-V with the def2-TZVPD basis set.

The orbital gap is 8.54 eV. The calculation puts the HOMO energy at -0.28690 hartree.

```
! wB97M-V def2-TZVPD RIJCOSX def2/J DEFGRID3
* xyz 0 1
C 0.5463 -1.5666 1.1493
C 1.0089 -0.1827 0.7074
N 0.0463 0.4504 -0.1860
C -1.1708 0.9799 0.2284
C -1.9662 1.2913 -0.8406
N -1.1104 0.9504 -1.9419
C 0.0986 0.4953 -1.5138
H 1.2845 -2.0131 1.8229
H -0.4116 -1.5081 1.6748
H 0.4210 -2.2254 0.2847
H 1.9713 -0.2331 0.1912
H 1.1304 0.4800 1.5708
H -1.3647 1.1340 1.2770
H -1.4240 1.8391 -2.3424
H 0.9404 0.1088 -2.0818
*
```

---

(two)
C5H8N2 in the gas phase. Source: the OMol25 dataset; level of theory: ωB97M-V with the def2-TZVPD basis set.

The orbital gap is 10.19 eV. The calculation puts the HOMO energy at -0.34205 hartree.

```
! wB97M-V def2-TZVPD RIJCOSX def2/J DEFGRID3
* xyz 0 1
C -2.0000 0.1219 0.0683
C -0.7230 -0.4340 -0.5192
C 0.4397 0.4673 -0.8732
C 0.5561 1.8692 -0.5122
N 0.7739 2.9109 -0.0577
N 0.4373 -0.3356 0.2950
C 1.5919 -0.9839 0.8473
H -1.7598 0.9587 0.7308
H -2.6788 0.4740 -0.7156
H -2.5203 -0.6432 0.6536
H -0.8572 -1.2572 -1.2321
H 1.0098 0.1715 -1.7611
H 2.2271 -1.5092 0.1225
H 1.3308 -1.6499 1.6722
H 2.1726 -0.1605 1.2813
*
```

---

(three)
C5H8N2 in the gas phase. Source: the OMol25 dataset; level of theory: ωB97M-V with the def2-TZVPD basis set.

The orbital gap is 9.45 eV. The calculation puts the HOMO energy at -0.32083 hartree.

```
! wB97M-V def2-TZVPD RIJCOSX def2/J DEFGRID3
* xyz 0 1
C -1.0044 1.1961 -0.0869
C -0.2026 -0.0603 0.2223
C 1.1743 -0.0941 -0.4692
C 2.0385 0.9569 0.0767
N 2.6816 1.7921 0.5465
C -0.9582 -2.4438 0.4671
N -0.9774 -1.2663 -0.1211
H -0.4739 2.0855 0.2668
H -1.1764 1.3056 -1.1646
H -1.9751 1.1479 0.4175
H 1.0856 0.0403 -1.5536
H 1.6525 -1.0646 -0.2951
H -0.0299 -0.1238 1.2982
H -0.2009 -2.3328 1.2823
H -1.6338 -1.1387 -0.8871
*
```

---

(four)
2 unconnected molecules or ions with the total composition C5H8N2. Source: the OMol25 dataset; level of theory: ωB97M-V with the def2-TZVPD basis set.

The orbital gap is 8.47 eV. The calculation puts the HOMO energy at -0.29544 hartree.

```
! wB97M-V def2-TZVPD RIJCOSX def2/J DEFGRID3
* xyz 0 1
C -1.5785 -1.3362 -0.9648
C -2.1739 1.7683 -0.4277
C 1.4392 0.0867 0.4138
C -0.5989 -0.5678 -0.5207
C 2.6675 -0.5072 0.9732
N -0.9565 1.5002 -0.3791
N 0.6839 -0.7366 -0.1887
H -1.3771 -2.3577 -1.0193
H -2.5069 -0.7504 -1.2157
H -2.3811 2.8571 -0.2445
H -2.9870 1.0593 -0.3010
H 1.1768 1.0684 0.5677
H 2.3548 -1.5807 1.3508
H 3.3650 -0.6027 0.1080
H 2.8727 0.0993 1.8481
*
```

---

Most stable structure - (two); separation to the second - 30.8 kJ/mol.

---

(one)
A molecular structure, C5H8N2. Source: the OMol25 dataset; level of theory: ωB97M-V with the def2-TZVPD basis set.

The orbital gap (spin up / spin down) is 7.73 / 7.72 eV. The calculation puts the HOMO energy (spin up / spin down) at -0.31108 / -0.30050 hartree.

```
! wB97M-V def2-TZVPD RIJCOSX def2/J DEFGRID3
* xyz 0 1
C -1.8415 -1.1979 1.5373
C 1.2264 1.7200 0.7231
C 0.0876 1.2143 0.0985
C 0.7737 0.4150 -0.8421
N 0.3291 -0.0148 -2.0565
C 2.1364 0.2444 -0.3649
N 2.2787 0.8917 0.7799
H -2.4427 -0.2921 1.4211
H -1.8533 -1.7674 0.6041
H -2.2559 -1.8084 2.3434
H -0.8677 1.6951 -0.0585
H 0.9598 0.0175 -2.8432
H -0.6401 0.1417 -2.2876
H 2.9233 -0.3443 -0.8285
H -0.8138 -0.9147 1.7739
*
```

---

(two)
C5H8N2 in the gas phase. Source: the OMol25 dataset; level of theory: ωB97M-V with the def2-TZVPD basis set.

The orbital gap is 8.64 eV. The calculation puts the HOMO energy at -0.28773 hartree.

```
! wB97M-V def2-TZVPD RIJCOSX def2/J DEFGRID3
* xyz 0 1
C 2.2255 -0.7190 0.1593
C 0.8404 -0.1995 -0.1218
C -0.3629 -1.0022 -0.2709
C -1.3959 -0.0010 -0.1245
N -2.7627 -0.2830 -0.3217
C -0.8575 1.2164 0.2109
N 0.5070 1.1071 0.2552
H 2.3511 -0.8948 1.2322
H 2.3630 -1.6718 -0.3564
H 3.0027 -0.0202 -0.1705
H 0.5360 -0.4127 -1.2633
H -3.3621 0.1135 0.3918
H -2.8936 -1.2870 -0.3526
H -1.3376 2.1734 0.3861
H 1.1465 1.8808 0.3461
*
```

---

(three)
C5H8N2 in the gas phase. Source: the OMol25 dataset; level of theory: ωB97M-V with the def2-TZVPD basis set.

The orbital gap is 9.40 eV. The calculation puts the HOMO energy at -0.32330 hartree.

```
! wB97M-V def2-TZVPD RIJCOSX def2/J DEFGRID3
* xyz 0 1
C -1.0341 1.0265 -1.2376
C -0.6607 0.5546 0.1663
C 0.1237 -1.6627 2.1769
N 0.7301 -1.3736 1.0527
C 0.7456 -0.0878 0.2959
C 1.4025 -0.3319 -0.9973
N 1.9565 -0.5361 -1.9901
H -1.0028 0.2140 -1.9696
H -2.0540 1.4198 -1.2249
H -0.3674 1.8190 -1.5912
H -0.7132 1.4034 0.8565
H -1.3850 -0.1840 0.5182
H -0.4302 -0.7478 2.4815
H 1.2838 -2.1126 0.6291
H 1.4053 0.5991 0.8338
*
```

---

Most stable structure - (three); separation to the second - 22.6 kJ/mol.

---

(one)
C5H8N2 in the gas phase. Source: the OMol25 dataset; level of theory: ωB97M-V with the def2-TZVPD basis set.

The orbital gap is 8.87 eV. The calculation puts the HOMO energy at -0.29141 hartree.

```
! wB97M-V def2-TZVPD RIJCOSX def2/J DEFGRID3
* xyz 0 1
C -0.4968 1.3689 1.1675
N -0.5426 0.1591 0.2902
C -1.4999 -0.7261 -0.2176
C -0.8737 -1.6114 -1.0765
C 0.5005 -1.2724 -1.1177
C 0.6597 -0.1954 -0.2831
N 1.7591 0.5659 0.0769
H 0.5135 1.5372 1.5771
H -0.7007 2.2813 0.5952
H -1.1624 1.2832 2.0200
H -2.5593 -0.7264 0.0135
H -1.3302 -2.4325 -1.6287
H 1.2875 -1.7584 -1.6830
H 2.3693 0.2301 0.7959
H 2.0759 1.2969 -0.5297
*
```

---

(two)
C5H8N2 in the gas phase. Source: the OMol25 dataset; level of theory: ωB97M-V with the def2-TZVPD basis set.

The orbital gap is 10.92 eV. The calculation puts the HOMO energy at -0.37347 hartree.

```
! wB97M-V def2-TZVPD RIJCOSX def2/J DEFGRID3
* xyz 0 1
C -2.6063 -0.6700 -0.3153
N -1.4577 0.1649 -0.0387
C -0.3180 -0.3667 0.0489
C 0.9586 0.4857 0.3164
C 2.2783 -0.2555 -0.0238
C 0.7039 1.8792 0.0488
N 0.3546 2.9748 0.1462
H -3.1102 -0.2788 -1.2013
H -3.3067 -0.5844 0.5208
H -2.3626 -1.7314 -0.4741
H -0.1619 -1.4522 -0.1251
H 1.1977 1.1266 1.3149
H 3.0045 0.4947 -0.2783
H 2.2595 -1.0104 -0.8222
H 2.5663 -0.7764 0.8829
*
```

---

(three)
C5H8N2 in the gas phase. Source: the OMol25 dataset; level of theory: ωB97M-V with the def2-TZVPD basis set.

The orbital gap is 10.15 eV. The calculation puts the HOMO energy at -0.33300 hartree.

```
! wB97M-V def2-TZVPD RIJCOSX def2/J DEFGRID3
* xyz 0 1
C -0.4256 2.2489 0.7364
C 0.1235 0.9316 0.2987
C 1.4369 0.4553 0.1538
C 1.3225 -0.8606 -0.2709
N 0.0069 -1.1132 -0.3590
C -0.9835 -2.1254 -0.7043
N -0.7071 -0.0280 -0.0161
H -1.3118 2.5134 0.1497
H 0.3248 3.0281 0.6103
H -0.7224 2.2175 1.7898
H 2.3348 1.0185 0.3367
H 2.0708 -1.6033 -0.5076
H -0.8781 -3.0239 -0.0638
H -0.8501 -2.4803 -1.7462
H -1.7415 -1.1787 -0.4077
*
```

---

Most stable structure - (one); separation to the second - 105.3 kJ/mol.

---

(one)
C5H8N2 in the gas phase. Source: the OMol25 dataset; level of theory: ωB97M-V with the def2-TZVPD basis set.

The orbital gap is 9.30 eV. The calculation puts the HOMO energy at -0.30443 hartree.

```
! wB97M-V def2-TZVPD RIJCOSX def2/J DEFGRID3
* xyz 0 1
C -2.7573 -0.4608 0.1246
N -1.5057 0.0773 -0.3621
C -0.6900 0.5265 0.4935
N 0.5199 1.1690 0.1353
C 0.9863 0.8138 -1.2411
C 1.6429 0.2709 -0.2913
C 2.6751 -0.5162 0.3982
H -2.8673 -1.4946 -0.2215
H -2.8507 -0.4484 1.2230
H -3.5896 0.1117 -0.2999
H -0.8791 0.5308 1.5771
H 0.7308 1.0777 -2.2521
H 3.2078 0.1167 1.1156
H 2.2178 -1.3447 0.9499
H 3.3903 -0.9232 -0.3211
*
```

---

(two)
A molecular structure, C5H8N2. Source: the OMol25 dataset; level of theory: ωB97M-V with the def2-TZVPD basis set.

The orbital gap is 8.08 eV. The calculation puts the HOMO energy at -0.27162 hartree.

```
! wB97M-V def2-TZVPD RIJCOSX def2/J DEFGRID3
* xyz 0 1
C -0.3754 -0.8763 -1.4667
C 0.9070 1.1408 -0.5106
C 0.0775 -0.0917 -0.2530
N 0.5968 -0.1818 2.1359
C 0.0396 -0.6811 0.9919
C -1.7431 -0.2363 -0.8280
N -2.8698 0.0017 -0.7252
H 0.1623 -0.4218 3.0114
H 1.0085 0.7375 2.0950
H -0.3839 -1.9607 -1.3875
H -0.3090 -0.3414 -2.4093
H -0.5581 -1.5723 1.1364
H 0.2860 2.0239 -0.6634
H 1.5389 1.0557 -1.3960
H 1.6227 1.4039 0.2691
*
```

---

(three)
C5H8N2 in the gas phase. Source: the OMol25 dataset; level of theory: ωB97M-V with the def2-TZVPD basis set.

The orbital gap is 10.86 eV. The calculation puts the HOMO energy at -0.36753 hartree.

```
! wB97M-V def2-TZVPD RIJCOSX def2/J DEFGRID3
* xyz 0 1
C 1.1385 -0.6221 0.8161
C 0.1100 0.2433 0.1254
C 0.0684 0.1045 -1.3925
C -0.6490 -1.1152 -1.7831
N -1.2365 -2.0775 -2.0419
C -1.1528 0.5836 0.8137
N -0.1261 1.6052 0.5906
H 0.9951 -1.6765 0.5543
H 2.1520 -0.3302 0.5134
H 1.0661 -0.5303 1.9056
H 1.0814 0.0777 -1.8119
H -0.4415 0.9753 -1.8168
H -1.3054 0.1885 1.8166
H -2.0646 0.7163 0.2348
H 0.3922 1.7890 1.4462
*
```

---

Most stable structure - (three); separation to the second - 175.8 kJ/mol.